The following is a quantum chemistry calculation of a structure of composition C7H24AgF2NO11S2, from the OMol25 dataset.

Structure (ORCA input):
```
! wB97M-V def2-TZVPD RIJCOSX def2/J DEFGRID3
* xyz -1 2
Ag -0.677 -3.914 0.934
O 0.268 -1.817 1.557
C -0.685 -1.002 1.080
C -1.280 -1.327 -0.333
O -1.682 -2.602 -0.547
H -0.356 0.045 1.165
H -1.548 -1.050 1.781
H -0.435 -1.016 -0.989
H -2.068 -0.578 -0.524
N 2.323 2.350 3.172
S 1.680 3.311 2.085
O 2.431 3.722 0.943
O 0.758 4.262 2.647
F 0.710 2.200 1.408
S 3.320 3.376 3.973
O 2.705 3.968 5.111
O 4.246 4.159 3.230
F 4.208 2.216 4.597
C 2.493 0.069 -0.723
O 3.201 -0.222 0.484
H 1.788 -0.726 -1.002
H 1.902 0.973 -0.579
H 3.198 0.126 -1.555
H 4.120 -0.198 0.211
C -0.706 -1.033 -4.135
O -0.713 0.164 -4.893
H 0.270 -1.118 -3.649
H -1.441 -1.044 -3.327
H -0.766 -1.934 -4.755
H -1.489 0.103 -5.456
C 1.592 -4.747 -1.974
O 0.715 -4.053 -1.088
H 2.351 -5.225 -1.357
H 1.052 -5.446 -2.610
H 2.165 -4.020 -2.558
H 0.186 -3.428 -1.602
C -1.987 1.070 4.235
O -0.640 1.448 4.459
H -2.643 1.943 4.260
H -2.100 0.596 3.256
H -2.332 0.354 4.987
H -0.633 2.407 4.535
C -3.590 1.217 -2.940
O -4.793 0.786 -2.282
H -2.843 1.431 -2.171
H -3.248 0.450 -3.622
H -3.768 2.176 -3.433
H -5.259 1.578 -2.006
*
```

Gap between HOMO and LUMO (alpha / beta)   7.4 / 6.8 eV
<S²>   0.76

The following is a quantum chemistry calculation of a structure of composition C35H37EuIP2, from the OMol25 dataset.

Structure (ORCA input):
```
! wB97M-V def2-TZVPD RIJCOSX def2/J DEFGRID3
* xyz 0 8
Eu 2.558 -0.072 1.869
C 5.124 -5.174 0.502
C 4.341 -4.358 -0.286
C 2.958 -4.767 -0.708
C 1.919 -4.255 0.271
C 2.033 -4.796 1.673
C 2.560 -5.948 2.115
C 3.338 -6.912 1.270
C 4.818 -6.572 0.964
C 3.603 -2.219 4.525
H 6.092 -4.740 0.935
H 4.860 -3.727 -1.039
H 2.795 -5.820 -0.962
H 2.757 -4.286 -1.662
H 2.029 -3.140 0.396
H 0.920 -4.378 -0.212
H 1.658 -4.058 2.382
H 2.416 -6.142 3.177
H 2.825 -7.049 0.310
H 3.336 -7.892 1.769
H 5.451 -6.737 1.857
H 5.150 -7.318 0.197
H 4.472 -2.446 5.150
H 2.994 -3.117 4.344
H 2.918 -1.471 5.028
P -0.355 3.182 -1.435
P -2.538 2.487 0.817
C -1.812 2.216 -1.850
C -2.779 2.028 -0.915
C -0.219 4.356 -2.885
C -0.822 4.110 -4.124
C -0.675 5.017 -5.182
C 0.041 6.207 -4.977
C 0.600 6.504 -3.724
C 0.448 5.592 -2.673
C 0.857 1.898 -1.855
C 0.986 0.851 -0.911
C 1.920 -0.148 -1.143
C 2.730 -0.129 -2.293
C 2.629 0.950 -3.165
C 1.729 1.992 -2.938
C -4.256 3.209 0.992
C -4.483 4.458 0.353
C -5.768 5.013 0.332
C -6.815 4.359 1.006
C -6.576 3.183 1.739
C -5.282 2.639 1.767
C -2.801 0.884 1.650
C -2.375 0.776 2.993
C -2.667 -0.394 3.703
C -3.311 -1.472 3.079
C -3.606 -1.385 1.719
C -3.310 -0.236 0.981
H -1.848 1.769 -2.864
H -3.808 1.711 -1.177
H -1.455 3.226 -4.267
H -1.146 4.813 -6.148
H 0.155 6.927 -5.793
H 1.128 7.458 -3.546
H 0.805 5.841 -1.660
H 0.400 0.869 0.031
H 2.024 -0.972 -0.418
H 3.460 -0.931 -2.461
H 3.292 1.021 -4.021
H 1.739 2.897 -3.560
H -3.641 4.995 -0.111
H -5.948 5.965 -0.194
H -7.816 4.790 1.002
H -7.377 2.689 2.309
H -5.067 1.767 2.408
H -1.833 1.614 3.463
H -2.376 -0.461 4.753
H -3.531 -2.385 3.653
H -4.066 -2.234 1.215
H -3.481 -0.213 -0.100
I 4.970 -1.913 2.559
*
```

Gap between HOMO and LUMO (alpha / beta)   5.1 / 6.1 eV
<S²>   15.77

The following is a quantum chemistry calculation of a structure of composition C10H15ClInNOP, from the OMol25 dataset.

Structure (ORCA input):
```
! wB97M-V def2-TZVPD RIJCOSX def2/J DEFGRID3
* xyz -1 1
C -4.502 1.240 -0.357
C -3.034 1.555 -0.090
C -2.631 2.384 0.919
C -1.300 2.653 1.151
C -0.373 2.042 0.347
C -0.747 1.184 -0.668
C 0.272 0.472 -1.542
In 1.783 -0.487 -0.187
C 2.525 -2.411 -1.168
C 3.937 -2.562 -0.793
N 4.347 -2.874 0.383
P 0.728 -1.207 2.060
O 1.959 -1.787 3.042
Cl -0.393 -2.956 1.640
C -2.090 0.950 -0.902
H -4.565 0.164 -0.545
H -5.096 1.532 0.511
H -4.836 1.728 -1.278
H -3.370 2.874 1.553
H -0.984 3.332 1.934
H 0.684 2.239 0.516
H 0.699 1.150 -2.288
H -0.258 -0.332 -2.065
H 3.104 0.676 0.104
H 2.369 -2.277 -2.241
H 1.929 -3.232 -0.762
H 4.675 -2.355 -1.591
H 5.367 -2.883 0.351
H 2.211 -1.110 3.676
H -2.407 0.296 -1.708
*
```

Gap between HOMO and LUMO   6.6 eV

The following is a quantum chemistry calculation of a structure of composition C23H31N4NiO5, from the OMol25 dataset.

Structure (ORCA input):
```
! wB97M-V def2-TZVPD RIJCOSX def2/J DEFGRID3
* xyz 1 3
Ni -0.389 -0.463 0.372
C 1.304 -4.121 -2.772
O 0.145 -3.530 -2.148
C 0.248 -2.435 -1.444
O -0.746 -1.979 -0.873
N 1.451 -1.811 -1.348
N 1.490 -0.634 -0.587
H 0.950 -5.043 -3.217
H 2.064 -4.348 -2.027
H 1.689 -3.467 -3.554
H 2.266 -2.102 -1.860
H 1.652 0.175 -1.182
H 2.212 -0.690 0.128
O -1.123 1.073 -0.589
C -2.335 1.235 -0.836
C -2.808 2.447 -1.555
C -3.151 3.457 -0.426
C -4.033 2.935 0.723
C -3.356 1.937 1.685
C -3.363 0.482 1.198
N -3.287 0.446 -0.289
H -3.701 2.219 -2.141
H -2.038 2.850 -2.209
H -3.643 4.308 -0.898
H -2.213 3.825 -0.006
H -4.970 2.525 0.327
H -4.325 3.808 1.307
H -3.834 1.972 2.662
H -2.325 2.253 1.858
H -4.279 -0.041 1.466
H -2.555 -0.077 1.667
H -4.194 0.644 -0.688
C -2.096 -3.204 7.584
C -0.992 -2.528 6.813
C -0.050 -3.294 6.137
C 0.967 -2.681 5.423
C 1.064 -1.301 5.397
C 0.122 -0.526 6.066
N 0.243 0.879 6.076
C 0.872 1.653 5.110
C 1.680 2.718 5.519
C 2.335 3.518 4.602
C 2.236 3.250 3.242
C 1.444 2.195 2.830
C 0.729 1.411 3.737
C -0.265 0.438 3.201
O -1.369 0.297 3.673
O 0.113 -0.211 2.098
C -0.926 -1.131 6.762
C -1.991 -0.300 7.432
H -1.932 -4.280 7.630
H -3.071 -3.035 7.120
H -2.159 -2.827 8.606
H -0.113 -4.374 6.178
H 1.705 -3.282 4.906
H 1.883 -0.817 4.879
H 0.020 1.347 6.937
H 1.802 2.896 6.581
H 2.951 4.337 4.953
H 2.763 3.860 2.520
H 1.328 1.989 1.773
H -2.034 0.704 7.013
H -1.837 -0.217 8.512
H -2.974 -0.748 7.287
*
```

Gap between HOMO and LUMO (alpha / beta)   6.6 / 6.1 eV
<S²>   2.00
ΔE to the lowest compared entry with this formula, charge and spin   28.72 kcal/mol

The following is a quantum chemistry calculation of a structure of composition C4H7LiO3, from the OMol25 dataset.

Structure (ORCA input):
```
! wB97M-V def2-TZVPD RIJCOSX def2/J DEFGRID3
* xyz 0 1
O 1.085 -0.049 1.293
Li 1.383 1.909 0.094
O 2.830 0.801 -0.426
C 2.238 -0.414 -0.689
C 0.436 -0.484 0.236
O -0.591 0.424 -0.057
C -1.021 0.554 -1.344
C -2.240 1.009 -1.623
H 2.886 -1.318 -0.720
H 1.768 -0.286 -1.695
H 2.222 -0.699 0.913
H 0.173 -1.544 0.127
H -0.318 0.243 -2.121
H -2.924 1.348 -0.842
H -2.597 0.982 -2.651
*
```

Gap between HOMO and LUMO (alpha / beta)   6.8 / 6.8 eV
ΔE to the lowest compared entry with this formula, charge and spin   127.22 kcal/mol

The following is a quantum chemistry calculation of an isolated molecule of C3H7N3O2, from the OMol25 dataset.

Structure (ORCA input):
```
! wB97M-V def2-TZVPD RIJCOSX def2/J DEFGRID3
* xyz 0 1
C 0.442 2.268 -1.602
C 0.456 1.160 -0.897
N -0.669 0.408 -0.571
C -0.507 -0.717 0.155
N -1.411 -1.643 0.115
O -1.196 -2.619 1.205
N 0.696 -1.003 0.893
O 1.075 0.220 1.570
H -0.595 2.611 -2.034
H 1.284 2.846 -1.925
H 1.415 0.814 -0.237
H -1.679 0.714 -0.826
H -1.899 -3.343 1.005
H 0.371 -1.737 1.487
H 2.218 0.021 1.663
*
```

SMILES   C=CN/C(=N/O)NO
Gap between HOMO and LUMO   8.7 eV
ΔE to the lowest compared entry with this formula, charge and spin   163.32 kcal/mol

The following is a quantum chemistry calculation of a cluster of 8 separate species, C34H60N2O24P2 in total, from the OMol25 dataset.

Structure (ORCA input):
```
! wB97M-V def2-TZVPD RIJCOSX def2/J DEFGRID3
* xyz -1 2
C 6.680 0.251 0.471
C 7.406 1.635 0.574
O 6.364 2.541 1.040
C 6.142 2.813 2.329
O 6.714 2.352 3.333
O 4.997 3.566 2.327
C 4.555 4.067 3.555
H 7.344 -0.498 0.040
H 5.766 0.351 -0.115
H 6.337 0.001 1.475
H 7.683 2.029 -0.403
H 8.217 1.603 1.301
H 3.604 3.605 3.817
H 4.234 5.108 3.586
H 5.276 4.025 4.372
C -1.379 4.879 -0.480
C -0.222 4.772 0.470
O -0.649 4.662 1.794
C 0.219 4.813 2.797
O 1.463 4.847 2.722
O -0.566 4.862 3.932
C 0.100 4.750 5.152
H -2.074 4.041 -0.530
H -0.932 5.023 -1.464
H -1.944 5.759 -0.173
H 0.382 5.680 0.453
H 0.541 4.031 0.234
H 0.689 3.838 5.243
H -0.699 4.653 5.887
H 0.721 5.584 5.480
C -6.003 -1.238 6.667
C -4.851 -1.135 5.664
O -3.773 -0.503 6.266
C -2.715 -0.138 5.559
O -2.560 -0.327 4.347
O -1.854 0.471 6.442
C -0.579 0.977 5.916
H -6.849 -1.840 6.335
H -6.427 -0.241 6.793
H -5.726 -1.720 7.605
H -5.321 -0.858 4.720
H -4.462 -2.136 5.477
H 0.131 1.068 6.738
H -0.867 1.959 5.542
H -0.165 0.368 5.113
C -3.017 -5.382 -6.008
C -3.306 -3.908 -5.898
O -3.822 -3.790 -4.651
C -4.351 -2.606 -4.189
O -4.363 -1.595 -4.842
O -4.714 -2.738 -2.930
C -5.154 -1.687 -2.130
H -2.107 -5.551 -5.433
H -2.755 -5.573 -7.048
H -3.850 -6.024 -5.721
H -4.155 -3.624 -6.520
H -2.466 -3.260 -6.145
H -4.426 -1.453 -1.353
H -6.096 -1.850 -1.606
H -5.380 -0.816 -2.744
C 4.042 -1.526 -2.610
C 4.841 -1.937 -1.571
C 5.975 -2.668 -1.850
C 6.217 -3.106 -3.165
C 5.418 -2.611 -4.171
C 4.226 -1.933 -3.912
N 7.466 -3.986 -3.420
O 8.189 -4.280 -2.468
O 7.676 -4.312 -4.568
H 3.230 -0.898 -2.274
H 4.718 -1.722 -0.520
H 6.547 -2.973 -0.987
H 5.510 -2.882 -5.212
H 3.641 -1.596 -4.755
C -4.338 -5.007 1.987
C -3.351 -4.016 1.693
C -3.671 -2.663 1.563
C -5.027 -2.303 1.672
C -5.961 -3.237 2.065
C -5.651 -4.563 2.125
N -5.409 -0.855 1.490
O -4.571 -0.171 0.903
O -6.445 -0.399 1.916
H -4.015 -6.033 1.895
H -2.357 -4.425 1.582
H -2.831 -2.001 1.416
H -6.996 -2.974 2.227
H -6.475 -5.256 2.215
C -0.962 -1.108 -1.127
O -0.474 0.225 -0.976
P 0.751 0.304 0.081
O 1.767 -0.745 -0.003
O 1.320 1.794 -0.045
C 2.494 2.237 0.593
O 0.011 0.340 1.497
C -1.178 1.129 1.646
H -1.711 -1.049 -1.916
H -1.481 -1.304 -0.188
H -0.267 -1.903 -1.396
H 2.118 2.882 1.387
H 3.206 2.807 -0.004
H 3.057 1.415 1.035
H -1.329 1.991 0.997
H -1.230 1.475 2.679
H -2.089 0.535 1.568
C 2.450 2.109 -3.260
O 1.374 1.229 -3.458
P 0.730 1.068 -4.935
O 1.746 0.985 -6.087
O -0.328 -0.196 -4.782
C 0.236 -1.503 -4.709
O -0.347 2.322 -4.957
C -1.060 2.829 -3.846
H 2.827 2.671 -4.115
H 3.263 1.537 -2.812
H 2.182 2.788 -2.451
H -0.013 -1.895 -5.695
H -0.270 -2.125 -3.970
H 1.291 -1.677 -4.497
H -0.720 2.349 -2.928
H -2.062 2.416 -3.958
H -0.886 3.905 -3.821
*
```

Gap between HOMO and LUMO (alpha / beta)   2.7 / 6.6 eV
<S²>   0.77

The following is a quantum chemistry calculation of a structure of composition C16H26NO4S, from the OMol25 dataset.

Structure (ORCA input):
```
! wB97M-V def2-TZVPD RIJCOSX def2/J DEFGRID3
* xyz 1 1
C 4.983 4.071 -3.220
C 4.378 3.720 -1.865
O 3.289 2.816 -1.920
C 3.602 1.488 -2.277
C 3.192 1.149 -3.721
O 3.517 -0.203 -3.914
H 3.103 -0.519 -4.725
C 1.696 1.425 -3.984
O 0.857 0.425 -3.441
C 0.362 0.500 -2.190
C -0.359 -0.625 -1.772
C -0.937 -0.681 -0.524
C -0.811 0.401 0.341
C -0.106 1.526 -0.070
C 0.481 1.583 -1.318
H 1.050 2.458 -1.582
H -0.001 2.371 0.597
N -1.364 0.421 1.642
C -1.974 -0.549 2.310
O -2.210 -1.685 1.887
C -2.395 -0.217 3.739
C -3.376 -1.278 4.214
H -4.350 -1.138 3.749
H -3.473 -1.265 5.296
S -2.775 -2.952 3.720
C -4.117 -3.572 2.682
H -5.075 -3.402 3.162
H -4.055 -3.065 1.725
H -3.954 -4.636 2.537
C -3.273 -3.835 5.242
H -4.307 -3.638 5.504
H -3.132 -4.898 5.074
H -2.617 -3.523 6.048
H -1.502 -0.211 4.369
H -2.856 0.770 3.789
H -1.226 1.303 2.122
H -1.476 -1.562 -0.220
H -0.446 -1.455 -2.454
H 1.443 2.426 -3.626
H 1.511 1.378 -5.062
H 3.758 1.788 -4.418
H 3.056 0.821 -1.601
H 4.670 1.281 -2.163
H 3.956 4.617 -1.403
H 5.158 3.319 -1.202
H 4.210 4.425 -3.898
H 5.476 3.209 -3.663
H 5.720 4.858 -3.089
*
```

Gap between HOMO and LUMO   8.1 eV
ΔE to the lowest compared entry with this formula, charge and spin   2.13 kcal/mol